The ion C3H9NS with charge -1, computed with the ωB97M-V functional and the def2-TZVPD basis.

2S+1 = 2
frontier orbital gap (spin up / spin down) = 2.13 / 8.66 eV
ΔE to the lowest compared entry with this formula, charge and spin = 37.5 kcal per mole
HOMO level (spin up / spin down) = 1.41 / -4.90 eV
E = -15580.4210 eV
strongest force on any atom = 0.861 eV/A
charge = -1
LUMO (spin up / spin down) = 3.54 / 3.76 eV

Last column: Mulliken spin population.
Cartesian coordinates (Å):
C: -2.13 0.04 -0.50  -0.621
S: -0.84 -1.16 -0.96  1.639
H: -1.78 1.08 -0.49  0.064
H: -2.94 -0.04 -1.21  -0.005
H: -2.52 -0.25 0.48  0.195
C: 1.74 0.73 -0.29  0.021
C: 0.17 -0.91 0.54  -0.221
N: 0.71 0.42 0.68  -0.012
H: 2.73 0.31 -0.05  -0.043
H: 1.86 1.79 -0.43  -0.009
H: 1.50 0.26 -1.24  -0.029
H: 0.92 -1.70 0.48  -0.020
H: -0.49 -1.11 1.38  0.025
H: 1.07 0.55 1.61  0.017